# 1
A structure of composition C39H79AgGe2N3O2PSSi2. Source: the Open Molecules 2025 dataset; level of theory: ωB97M-V/def2-TZVPD.

The geometry in XYZ format:
```
130
Properties=species:S:1:pos:R:3
Ag -0.33945 -0.72146 1.11268
C -0.75168 -4.28186 2.62617
C -0.75937 -3.25019 3.76145
Ge 0.31240 -1.67230 3.33153
C 0.31391 -0.35579 4.79133
C 1.55285 0.54741 4.75560
C 2.10392 -2.43084 3.43154
C 2.96551 -2.35823 2.41954
Ge 2.18177 -1.35456 0.89098
C 3.19301 0.34166 0.78078
C 4.69829 0.27044 0.49996
C 2.02562 -2.43458 -0.76865
C 3.24608 -3.09301 -1.41959
C 4.35735 -2.91245 2.47530
C 5.18070 -2.89485 1.35029
C 6.47471 -3.40051 1.37522
C 6.98607 -3.93504 2.54594
C 6.18734 -3.95622 3.68407
C 4.89668 -3.45367 3.64818
H -1.35770 -5.15817 2.87415
H 0.26361 -4.62774 2.41454
H -1.15476 -3.85371 1.70388
H -0.29228 -3.65569 4.66503
H -1.77172 -2.95858 4.01069
H 0.29309 -0.95600 5.70626
H -0.59813 0.23584 4.76243
H 2.47117 -0.04146 4.71116
H 1.60626 1.18547 5.64176
H 1.54123 1.19823 3.87789
H 2.36588 -2.93412 4.36996
H 3.02720 0.81324 1.75436
H 2.68842 0.96442 0.04363
H 5.23518 -0.23566 1.30192
H 5.11625 1.27796 0.41082
H 4.92439 -0.26079 -0.43008
H 1.52764 -1.76901 -1.47561
H 1.29304 -3.20434 -0.50955
H 4.02386 -2.36666 -1.67748
H 2.95043 -3.59187 -2.34634
H 3.69538 -3.84706 -0.77511
H 4.79726 -2.47027 0.43555
H 7.08145 -3.37181 0.47756
H 7.99535 -4.32734 2.57720
H 6.57505 -4.36419 4.60960
H 4.30446 -3.48300 4.55405
C -5.57976 -0.69488 1.76784
Si -3.84286 -1.47767 1.86473
C -4.01760 -2.51261 3.43807
C -3.66767 -2.66907 0.40928
C -2.49413 -0.21700 1.76225
Si -2.70674 1.23149 2.87570
C -3.40411 0.75360 4.55419
C -1.09732 2.19954 3.15311
C -3.91602 2.49766 2.17230
H -6.26816 -1.36028 1.23187
H -5.61015 0.28085 1.27994
H -5.98213 -0.55177 2.77770
H -5.08372 -2.62132 3.65876
H -3.54464 -2.06225 4.31575
H -3.60666 -3.51704 3.30205
H -3.92038 -3.69625 0.69727
H -2.64017 -2.66278 0.03207
H -4.31445 -2.38759 -0.43105
H -2.60590 0.17119 0.73249
H -2.76303 0.04882 5.09402
H -4.38896 0.28241 4.44151
H -3.52894 1.64488 5.17895
H -0.24491 1.66957 2.72039
H -0.88753 2.34719 4.21964
H -1.15148 3.18810 2.69282
H -4.94330 2.11876 2.16915
H -3.65067 2.75809 1.14119
H -3.90151 3.41944 2.76672
O 0.49392 0.26883 -1.08707
P 0.75522 1.28877 -2.14051
N 0.17332 2.79810 -1.75312
C 0.65427 4.08784 -2.27165
C -0.27902 5.12299 -1.63234
C -0.87153 4.41491 -0.39686
C -0.19480 3.04058 -0.34392
N 0.00816 0.79876 -3.54240
C 0.28200 1.46842 -4.81282
C -0.50992 0.65404 -5.85001
C -0.83797 -0.69540 -5.16612
C -0.16383 -0.65150 -3.79299
N 2.38703 1.43967 -2.43040
C 3.08733 2.55399 -3.11733
C 4.18065 1.87185 -3.93668
C 4.49360 0.62402 -3.11375
C 3.10548 0.16676 -2.69614
H 0.61962 4.11906 -3.36025
H 1.68188 4.28535 -1.95205
H -1.06248 5.42076 -2.32656
H 0.27684 6.02072 -1.36488
H -1.94853 4.29784 -0.49998
H -0.68896 4.97448 0.51717
H -0.85511 2.25877 0.02074
H 0.69335 3.07304 0.29831
H 1.35300 1.46617 -5.06076
H -0.04919 2.51028 -4.77232
H 0.07935 0.51563 -6.75496
H -1.42077 1.17853 -6.13531
H -0.46855 -1.53760 -5.74929
H -1.91336 -0.82372 -5.04589
H 0.78914 -1.18903 -3.81808
H -0.78410 -1.08363 -3.01438
H 3.53969 3.21754 -2.37726
H 2.42997 3.15014 -3.74459
H 5.03795 2.52710 -4.08339
H 3.79703 1.58086 -4.91756
H 5.08478 0.89264 -2.23587
H 5.02382 -0.14598 -3.67333
H 3.10084 -0.46813 -1.81229
H 2.64616 -0.39123 -3.51799
C -3.42630 3.16890 -3.27404
C -3.34683 1.67044 -3.52660
S -3.03137 0.74274 -2.00251
O -2.74424 -0.67094 -2.40701
C -4.73778 0.74194 -1.39033
C -5.66298 -0.14162 -2.21503
H -3.55144 3.71086 -4.21331
H -2.50715 3.51176 -2.80001
H -4.26682 3.43489 -2.62935
H -2.48912 1.42398 -4.15008
H -4.25236 1.26323 -3.97878
H -5.06098 1.78348 -1.32069
H -4.62805 0.35478 -0.38145
H -6.12315 0.39544 -3.04532
H -6.46106 -0.53531 -1.58456
H -5.10147 -0.98953 -2.61539
```

The value obtained for the HOMO-LUMO gap is 7.384 eV. The total energy comes out at -203202.84686 eV. For the HOMO energy, the calculation gives -6.9959 eV. As for the total charge: 0.

---

# 2
A cluster of 12 separate species, C39H80BCl22N2O8PS in total. Source: the Open Molecules 2025 dataset; level of theory: ωB97M-V/def2-TZVPD.

The geometry in XYZ format:
```
154
Properties=species:S:1:pos:R:3
C 5.05814 -5.06690 0.30211
C 5.39380 -4.32619 -1.04986
C 4.44926 -3.11684 -1.35521
C 2.93297 -3.49700 -1.47935
C 2.11398 -2.13834 -1.66658
C 0.75908 -2.24878 -0.89647
C -0.46609 -1.47260 -1.53748
C 0.04175 -0.09193 -2.10478
C 0.76661 0.85985 -1.08428
C 0.78842 2.33856 -1.66993
C 2.23609 2.86817 -2.00512
O 2.59154 3.86289 -1.01229
B -0.86270 -2.33990 -2.86388
O -1.05947 -1.62777 -4.09718
O -1.06625 -3.73877 -2.85642
C -2.40421 -4.12168 -3.19420
C -1.76914 -1.40828 -0.61510
N -2.63780 -0.27439 -0.80112
C -2.39122 0.86523 -0.27341
C -2.53303 2.10618 -1.24142
C -2.06866 1.26264 1.19460
C -1.49179 -1.90120 0.88645
P -3.00762 -1.99056 1.97803
N -3.49003 -3.51310 2.08002
O -4.32956 -1.12238 1.49092
O -2.59518 -1.50645 3.54068
O -0.34436 -1.26686 1.50012
S 1.05936 -1.88772 0.89364
O 2.17210 -0.92732 1.10650
O 1.38846 -3.17698 1.54976
H 5.94098 -5.67591 0.59848
H 4.18841 -5.73686 0.09252
H 4.82488 -4.33740 1.11437
H 5.39648 -5.05678 -1.89223
H 6.44882 -3.95642 -0.95431
H 4.54905 -2.39359 -0.51177
H 4.75818 -2.64544 -2.31627
H 2.54797 -4.11021 -0.63618
H 2.80233 -4.09871 -2.41038
H 2.00840 -2.00207 -2.76656
H 2.79066 -1.33588 -1.30102
H 0.48229 -3.33694 -0.91341
H -0.84947 0.40689 -2.56095
H 0.74503 -0.21649 -2.96822
H 1.84169 0.55814 -0.99826
H 0.35379 0.79345 -0.05375
H 0.23108 2.28386 -2.64083
H 0.34187 3.06876 -0.96135
H 2.23761 3.42568 -2.96882
H 3.00846 2.06678 -2.06537
H 2.75688 3.41998 -0.17275
H -1.96994 -1.74060 -4.39302
H -2.70218 -3.87580 -4.23910
H -3.13928 -3.72987 -2.45354
H -2.43971 -5.23748 -3.11112
H -2.37630 -2.28692 -0.99193
H -2.53272 1.80306 -2.30686
H -3.56134 2.50640 -1.03659
H -1.83092 2.91579 -0.98345
H -2.70727 0.74693 1.95487
H -2.28527 2.35117 1.34468
H -0.97957 1.16174 1.43730
H -1.19726 -2.98164 0.76579
H -2.90578 -4.11044 1.48885
H -4.95525 -1.75846 1.11285
H -2.44757 -2.30841 4.06078
Cl 4.14112 7.93527 -2.45901
C 3.51250 7.11747 -1.00565
C 2.42961 7.92023 -0.32222
Cl 3.06308 9.41416 0.42030
H 4.35022 6.92613 -0.33640
H 3.11095 6.15703 -1.33095
H 1.98710 7.33189 0.48142
H 1.63792 8.20014 -1.01549
Cl -5.36763 -0.56021 8.10150
C -5.03411 -1.54341 6.65284
C -5.26627 -0.77402 5.37311
Cl -6.99175 -0.41744 5.10482
H -5.65496 -2.43663 6.70072
H -3.98987 -1.85055 6.71287
H -4.92824 -1.36420 4.52303
H -4.72388 0.16990 5.36835
Cl -3.08340 4.66479 0.28205
C -3.09568 6.36102 -0.25711
C -2.72745 6.48122 -1.71760
Cl -1.02587 6.04475 -2.00975
H -2.41136 6.92124 0.37833
H -4.10254 6.74668 -0.09610
H -2.85853 7.51135 -2.04849
H -3.34727 5.84048 -2.34324
Cl 2.52793 -6.19029 -4.21313
C 2.41910 -5.74840 -5.93494
C 2.51347 -4.25422 -6.15072
Cl 1.08390 -3.38728 -5.52878
H 1.48841 -6.15065 -6.32803
H 3.24488 -6.24694 -6.44100
H 2.57128 -4.04172 -7.21836
H 3.39624 -3.83431 -5.66982
Cl 1.63256 -7.66310 -8.70896
C 3.02619 -8.56274 -9.36033
C 3.71447 -9.39798 -8.30305
Cl 4.54670 -8.39597 -7.08591
H 3.71050 -7.84564 -9.81105
H 2.64288 -9.21030 -10.14891
H 4.47486 -10.02612 -8.76671
H 3.00968 -10.04364 -7.78147
Cl 3.60949 4.10665 -5.85777
C 2.47374 2.80986 -6.30361
C 1.07688 3.33395 -6.54851
Cl 0.30895 3.91472 -5.04982
H 2.48607 2.06216 -5.51123
H 2.85886 2.34949 -7.21363
H 0.44610 2.53532 -6.93910
H 1.07608 4.15259 -7.26650
Cl 5.40114 8.26193 5.16080
C 5.43008 9.95602 4.60921
C 5.80553 10.07342 3.14993
Cl 7.50523 9.62714 2.85618
H 6.12071 10.50705 5.24570
H 4.42861 10.35698 4.76568
H 5.68843 11.10570 2.82031
H 5.17800 9.44150 2.52280
Cl -2.65721 -5.91865 0.16851
C -3.75018 -7.24408 -0.30400
C -5.15412 -6.75427 -0.57617
Cl -5.96839 -6.19729 0.90541
H -3.73400 -7.99289 0.48617
H -3.33308 -7.69173 -1.20659
H -5.75632 -7.56690 -0.98278
H -5.15916 -5.93337 -1.29236
Cl -4.39864 5.25040 10.58237
C -3.82557 3.75695 9.79836
C -4.50581 2.52437 10.34900
Cl -4.02636 2.18666 12.03154
H -2.74478 3.70429 9.92018
H -4.04526 3.85347 8.73495
H -4.22352 1.65239 9.75913
H -5.59019 2.61984 10.32064
Cl -7.82760 -3.27409 1.59489
C -9.27279 -2.47019 2.25592
C -9.89939 -3.26013 3.38181
Cl -10.63141 -4.78092 2.80972
H -9.97514 -2.31129 1.43891
H -8.95207 -1.49533 2.62439
H -10.69809 -2.67768 3.84079
H -9.16905 -3.50606 4.15110
Cl 8.71534 4.64016 4.62924
C 7.44265 5.34036 5.66033
C 7.74141 5.16975 7.13220
Cl 7.64494 3.46601 7.64648
H 6.49477 4.87773 5.38864
H 7.38661 6.40053 5.41684
H 7.00888 5.72000 7.72281
H 8.73339 5.54166 7.38374
```

The SMILES is CCCCC[C@@H]1[C@@](CCCCO)(B(O)OC)[C@H](N=C(C)C)[C@H](P(=N)(O)O)OS1(=O)=O.ClCCCl.ClCCCl.ClCCCl.ClCCCl.ClCCCl.ClCCCl.ClCCCl.ClCCCl.ClCCCl.ClCCCl.ClCCCl. The value obtained for the HOMO-LUMO gap is 8.865 eV. The total energy comes out at -357396.62120 eV. For the HOMO energy, the calculation gives -8.7735 eV. As for the total charge: 0.

---

# 3
A structure of composition C39H86BrN8O5P2Si2. Source: the Open Molecules 2025 dataset; level of theory: ωB97M-V/def2-TZVPD.

The geometry in XYZ format:
```
143
Properties=species:S:1:pos:R:3
C 5.01057 -2.07854 1.08646
C 3.78357 -2.60536 0.31527
C 4.09291 -3.82041 -0.55778
C 4.60573 -3.51238 -1.99215
C 4.84941 -2.04820 -2.28862
C 5.74933 -1.84788 -3.51320
C 7.21213 -2.12700 -3.11593
C 8.12368 -0.91173 -3.29797
C 7.54184 0.37047 -2.67403
C 8.22176 0.84771 -1.38293
C 7.64391 0.11614 -0.14372
C 6.70516 0.96919 0.71644
C 5.41176 1.39129 0.00495
C 4.38442 1.97067 1.01404
C 3.13685 1.07849 1.24402
C 1.84989 1.89127 1.44716
C 1.40137 2.62499 0.15150
C -0.09367 2.36262 -0.20497
Si -0.46159 1.94026 -2.01215
C 0.88218 2.72252 -3.05607
C 2.09595 1.80534 -3.36743
C 3.35478 2.67520 -3.31030
N 4.42849 2.19201 -4.21972
O -1.96632 2.57746 -2.29048
Si -2.49741 2.57842 -3.86673
Br -2.43330 4.70104 -4.66121
C -4.19650 1.75319 -4.08414
O -4.31005 0.95284 -5.03382
O -5.06212 2.09802 -3.25173
C -0.47922 0.04809 -2.11044
C -1.03122 -0.68008 -3.16701
C -1.05066 -2.05604 -3.13725
N -0.55377 -2.84029 -2.17960
C -0.01216 -2.11858 -1.20167
C 0.05253 -0.74529 -1.09163
H 5.36926 -1.13216 0.70685
H 4.75708 -1.94950 2.13651
H 5.80271 -2.82268 1.04400
H 3.26713 -1.81306 -0.21477
H 3.09582 -2.95003 1.07427
H 4.84980 -4.40813 -0.04270
H 3.20221 -4.43918 -0.62989
H 5.53541 -4.06511 -2.12536
H 3.89494 -3.92214 -2.70388
H 3.89181 -1.54878 -2.44029
H 5.35665 -1.54136 -1.47144
H 5.41789 -2.50803 -4.31112
H 5.60850 -0.82720 -3.85482
H 7.57418 -2.93296 -3.74853
H 7.25067 -2.42646 -2.07109
H 8.31889 -0.72171 -4.34976
H 9.08468 -1.12314 -2.82919
H 7.63848 1.17463 -3.40034
H 6.48163 0.28682 -2.46261
H 9.29647 0.71538 -1.45721
H 7.95894 1.90026 -1.28340
H 7.11582 -0.76590 -0.49632
H 8.47788 -0.17512 0.49239
H 7.27905 1.84247 1.02884
H 6.48782 0.37356 1.60115
H 5.01467 0.51069 -0.49190
H 5.67370 2.17229 -0.70532
H 4.07761 2.96374 0.69909
H 4.91303 2.04018 1.96152
H 3.32168 0.43694 2.10490
H 3.00301 0.39882 0.40166
H 1.07711 1.20837 1.78696
H 2.08279 2.61162 2.23082
H 2.11020 2.32228 -0.61566
H 1.51517 3.68017 0.37272
H -0.62156 3.30452 -0.06050
H -0.57067 1.64408 0.45320
H 1.26704 3.57229 -2.49242
H 0.53505 3.10851 -4.01211
H 2.19566 1.08942 -2.55235
H 2.00771 1.32241 -4.33116
H 3.08452 3.68586 -3.61726
H 3.73882 2.75468 -2.29629
H 4.46843 2.83798 -4.99804
H 5.30978 2.35228 -3.74671
H -1.49886 1.81891 -4.66165
H -1.45500 -0.17591 -4.01983
H -1.51980 -2.56865 -3.96760
H 0.43224 -2.69443 -0.39928
H 0.50140 -0.30020 -0.21693
O 0.13355 -4.04513 2.17362
P -0.69282 -4.04573 3.42219
N 0.07984 -5.33910 4.27564
C -0.54680 -6.27360 5.18043
C 1.48826 -5.11614 4.59408
N -2.21553 -4.49551 2.69729
C -2.80552 -5.80378 2.92189
C -2.27807 -4.24006 1.25248
N -1.47150 -3.33090 4.74490
C -0.61154 -2.69840 5.74375
C -2.85709 -3.43904 5.15108
H -0.80891 -5.84406 6.16224
H 0.13289 -7.10685 5.36685
H -1.43714 -6.72956 4.75897
H 1.63311 -4.33974 5.35814
H 2.03611 -4.81442 3.69905
H 1.95532 -6.03066 4.96070
H -2.16271 -6.62615 2.57685
H -3.75131 -5.87419 2.38022
H -3.08038 -5.97185 3.96364
H -1.73697 -4.99481 0.67214
H -1.86873 -3.26451 1.00592
H -3.31846 -4.24298 0.92059
H -0.29835 -3.40566 6.52172
H -1.11972 -1.86843 6.23522
H 0.28488 -2.28443 5.27943
H -3.04592 -4.37632 5.68401
H -3.53910 -3.34834 4.31141
H -3.11470 -2.62426 5.83264
O -6.77278 4.45957 2.05746
P -7.94296 3.96301 1.25614
N -7.17523 3.55432 -0.21816
C -7.73951 3.64603 -1.54929
C -6.16213 2.49568 -0.14146
N -8.83083 5.48510 1.19866
C -8.97072 6.23121 -0.04026
C -8.42811 6.44421 2.22491
N -9.38099 3.08075 1.02602
C -9.25179 1.62479 1.02462
C -10.68411 3.54945 0.61004
H -8.48460 2.86525 -1.77484
H -6.93917 3.54339 -2.28352
H -8.18725 4.61566 -1.74885
H -6.60100 1.50860 0.06044
H -5.43814 2.71020 0.64713
H -5.61927 2.43235 -1.08159
H -8.00467 6.53716 -0.46450
H -9.55487 7.13788 0.14297
H -9.54124 5.69255 -0.79551
H -7.48351 6.94474 1.98289
H -8.31778 5.96168 3.19240
H -9.20196 7.21079 2.33100
H -9.04211 1.23408 0.02249
H -10.16425 1.14610 1.38487
H -8.44720 1.30539 1.68801
H -10.72810 3.69638 -0.47379
H -10.97307 4.46479 1.11833
H -11.45185 2.81242 0.86498
```

The value obtained for the HOMO-LUMO gap is 6.620 eV. The total energy comes out at -168376.24408 eV. For the HOMO energy, the calculation gives -4.7232 eV. As for the total charge: -1.